Density functional theory data (ωB97M-V/def2-TZVPD) for a cluster of 2 separate species, C5H13N2 in total in a non-equilibrium geometry.

XYZ file:
```
20
Properties=species:S:1:pos:R:3:lowdin_charge:R:1
N 0.63495 -0.49132 -0.11896 0.3737
C -0.65712 -0.18500 0.12165 -0.3743
C -0.58995 1.32036 0.74864 -0.0463
C 0.44200 2.23195 0.11013 -0.1661
C 0.24876 3.53957 0.16540 0.0562
C -1.38383 -1.24402 0.93190 -0.2109
N -1.09596 -2.48672 0.23244 0.0643
H 0.90803 -1.22042 0.56661 0.1279
H -1.18374 -0.01108 -0.83480 0.1967
H -0.81178 -2.39327 -0.73036 0.0823
H 5.00221 -3.33918 -3.00806 0.0018
H -1.55845 1.75355 0.47617 0.1344
H -0.56656 1.20959 1.82526 0.1340
H 1.06941 1.84456 -0.67253 0.0970
H -0.57918 3.95328 0.73719 0.0842
H 0.89222 4.25893 -0.32410 0.0814
H -2.45304 -1.05954 0.98449 0.1329
H -0.94714 -1.23541 1.93159 0.1277
H 4.41577 -3.22709 -3.45088 -0.0018
H -1.78662 -3.21876 0.30823 0.1050
```

2S+1: 1
total charge: +1

Density functional theory data (ωB97M-V/def2-TZVPD) for the ion C5H13N2 with charge +1 in a non-equilibrium geometry.

XYZ file:
```
20
Properties=species:S:1:pos:R:3:lowdin_charge:R:1
C -2.40202 -0.25249 1.62213 0.0341
N -1.38007 0.10758 0.87307 -0.1391
C -1.39215 0.46275 -0.49470 -0.2622
C 0.00069 0.75211 -0.99387 -0.1310
C 0.87516 -0.25134 -0.22659 -0.3882
C 2.06153 -0.97962 -0.75229 -0.0457
N 1.15960 0.54943 1.01577 0.2224
H -3.32633 0.50338 1.46983 0.1141
H -2.64842 -1.26552 1.56101 0.0729
H -1.82798 -0.49058 -0.91029 0.1549
H -2.28384 0.99123 -0.67579 0.1077
H -0.06418 0.28642 -2.08133 0.1693
H 0.26346 1.73313 -1.34716 0.1223
H 0.18083 -1.17978 0.00289 0.1783
H 1.95611 -2.04342 -0.36315 0.1165
H 2.03734 -0.82332 -1.80600 0.0694
H 3.10103 -0.41215 -0.52339 0.1410
H 1.46793 -0.08397 1.79234 0.2124
H 1.83562 1.17288 0.86005 0.1009
H 0.38570 1.22327 0.97746 0.1497
```

2S+1: 1
SMILES string: C=NCC[C@@H](C)[NH3+]
total charge: +1

Density functional theory data (ωB97M-V/def2-TZVPD) for the ion C5H13N2O with charge -1 in a non-equilibrium geometry.

XYZ file:
```
21
Properties=species:S:1:pos:R:3:lowdin_charge:R:1
C -2.44121 -0.31345 1.19767 -0.1538
C -1.50242 0.32240 0.11787 -0.1940
C -0.06277 -0.42956 0.15291 -0.3994
C 0.37212 -0.38355 1.57373 -0.3122
N 1.64160 -1.08326 1.92467 -0.0359
N 1.02658 0.30148 -0.63799 -0.0473
C 0.72091 0.27054 -2.21875 -0.5618
O 0.45094 1.50189 -2.41843 -0.3273
H -2.12724 -1.30294 1.44221 0.0306
H -2.41534 0.35747 2.22170 0.1161
H -3.39634 -0.40122 0.74722 0.0268
H -1.31185 1.35679 0.19538 0.0751
H -2.01143 0.05510 -0.85663 0.1091
H -0.12828 -1.40120 -0.28829 0.1133
H -0.43460 -0.74405 2.48449 0.1381
H 0.36971 0.72234 1.87234 0.1185
H 1.63842 -2.07835 1.84778 0.0261
H 2.39159 -0.90177 1.25093 0.0426
H 0.94675 1.39496 -0.38976 0.1244
H -0.05592 -0.39250 -2.39410 0.0359
H 1.73004 -0.00560 -2.73316 0.0752
```

2S+1: 1
SMILES string: CC[C@H](CN)NC[O-]
total charge: -1

Density functional theory data (ωB97M-V/def2-TZVPD) for a cluster of 2 separate species, C5H13N2O in total.

XYZ file:
```
21
Properties=species:S:1:pos:R:3:lowdin_charge:R:1
C -1.72919 0.14118 -0.49021 -0.3652
O -1.29825 1.39922 -0.11191 -0.1637
C -1.77584 -0.84894 0.66686 -0.2836
N -2.35077 -2.12681 0.22850 -0.0325
H -2.72755 0.20257 -0.93227 0.1010
H -1.07245 -0.29086 -1.26492 0.0957
H -0.76185 -0.96014 1.05573 0.0883
H -2.40878 -0.41855 1.45361 0.1038
H -2.08295 -2.28866 -0.73646 0.0451
H -2.00023 -2.89645 0.77983 0.0438
C 1.90591 0.06989 1.86869 -0.1185
C 2.04342 0.39249 0.54402 -0.3809
N 1.22738 1.12397 -0.20972 -0.1558
C 1.57270 1.26161 -1.59091 -0.2065
H 1.05163 0.45634 2.40985 0.0049
H 2.68873 -0.50578 2.35031 -0.0199
H 2.94006 0.01853 0.03964 0.0723
H -0.23124 1.35691 -0.08865 0.0189
H 1.55863 2.30870 -1.90369 0.0536
H 2.57705 0.87319 -1.81697 0.0505
H 0.87359 0.73161 -2.25134 0.0484
```

2S+1: 1
total charge: -1

Density functional theory data (ωB97M-V/def2-TZVPD) for a cluster of 2 separate species, C5H13N2O in total in a non-equilibrium geometry.

XYZ file:
```
21
Properties=species:S:1:pos:R:3:lowdin_charge:R:1
C 1.60617 -0.23357 1.42004 -0.1278
C 0.79624 1.08971 1.18394 -0.1892
C -0.54251 0.85098 0.57647 -0.0903
C -0.60323 0.50283 -0.71759 -0.2043
N -1.83956 0.42826 -1.38946 -0.0131
C -2.69590 1.34569 -1.23452 0.0078
N 1.81186 -0.89010 0.08771 0.1512
H 2.58289 -0.04506 1.90715 0.1393
H 0.97028 -0.93877 2.00979 0.1489
H 0.74837 1.56594 2.18751 0.1288
H 1.44840 1.83191 0.68843 0.1246
H -1.38064 0.90886 1.26323 0.1252
H 0.31803 0.60309 -1.28720 0.1259
H -2.58902 2.29762 -0.71246 0.0950
H -3.70301 1.16763 -1.61668 0.0871
H 2.29219 -1.78379 0.25974 0.1719
H 2.40157 -0.34902 -0.55828 0.1759
H 0.91795 -1.20707 -0.36931 0.0993
H -0.78468 -3.18902 -1.09287 0.0647
H -1.21048 -1.69445 -1.51376 0.0340
O -0.54491 -2.26168 -1.09189 -0.0547
```

2S+1: 1
total charge: +1

Density functional theory data (ωB97M-V/def2-TZVPD) for a cluster of 2 separate species, C5H13N2O in total in a non-equilibrium geometry.

XYZ file:
```
21
Properties=species:S:1:pos:R:3:lowdin_charge:R:1
N -0.70168 0.62725 3.31263 -0.0134
C 0.06561 -2.35569 1.46657 -0.0813
C 0.05407 -1.77948 0.07837 -0.2481
N 0.46567 -0.42173 0.13759 0.2590
C 1.52723 1.48088 -1.31803 -0.0267
C 0.58000 0.26893 -1.18272 -0.3166
C -0.87131 0.69808 -1.39920 -0.1621
O -1.02492 1.59981 -2.18304 0.1652
H 0.24700 -3.46389 1.40023 0.1089
H -0.63995 1.42705 4.00672 0.0531
H -1.70972 0.32229 3.29837 0.0282
H 0.81156 -1.81431 2.09463 0.0997
H -0.91595 -2.22592 1.94012 0.0823
H -0.88193 -1.94112 -0.58543 0.1993
H 0.87668 -2.32065 -0.47189 0.1867
H -0.55089 0.77868 2.32498 -0.0463
H 1.15823 2.19144 -0.52922 0.1059
H 2.57783 1.05806 -1.03281 0.1236
H 1.64501 2.06672 -2.28879 0.1259
H 0.77141 -0.55342 -1.99992 0.2035
H -1.67152 0.36160 -0.71409 0.1533
```

2S+1: 1
total charge: +1

Record-wise Kohn-Sham gap values, in eV: 5.803 7.730 6.150 6.472 9.710 4.526
Record-wise energy relative to the best compared isomer or geometry (same formula, charge and spin) values, in kcal per mole: 180.0 166.5 62.7 18.0 54.0 161.5
Record-wise molecular weight values, in u: 101.17 101.17 117.17 117.17 117.17 117.17